Entry 1:
DFT (ωB97M-V/def2-TZVPD) results for a 4-piece molecular cluster, C29H59BCl2IN4O6 overall in a non-equilibrium geometry.

XYZ file:
```
102
Properties=species:S:1:pos:R:3:mulliken_charge:R:1
C -1.2041 4.4346 4.9515 -1.00
C -1.3007 2.8391 4.4563 0.59
C -0.8812 2.6721 2.8446 -0.75
I -2.5794 2.9799 1.5209 -0.09
B 0.0132 1.3166 2.6023 0.20
C -0.4042 0.0223 3.5383 0.29
Cl 0.7284 -0.4526 4.9781 -0.25
C -1.5825 -0.8605 3.3599 0.17
C -2.6647 -0.6165 2.1741 -0.76
Cl -1.9116 -2.2872 4.5376 -0.25
C 0.2977 0.9378 1.0113 0.29
C 0.3396 -0.6250 0.5576 -0.18
C 0.6801 -0.7369 -1.0287 -0.03
C 0.9055 0.5947 -1.8930 -0.23
N 0.9091 2.0363 -1.5185 -0.54
C 0.6013 2.0859 -0.0643 -0.35
H -2.1371 4.7145 5.6297 0.18
H -0.2386 4.5608 5.6373 0.25
H -1.0486 5.1498 4.0386 0.29
H -2.3933 2.4196 4.5906 -0.37
H -0.5329 2.2733 5.1727 0.21
H -0.1368 3.5873 2.6504 0.31
H 1.1062 1.6218 3.0031 -0.25
H -3.6273 -0.1049 2.6524 0.09
H -2.2960 -0.0508 1.2258 0.20
H -3.0368 -1.6904 1.8097 0.33
H 0.1623 -1.5381 1.2671 0.32
H 0.7413 -1.7987 -1.5419 -0.04
H 1.1115 0.4115 -3.0569 0.31
H 0.5821 3.1962 0.3814 0.13
C 3.4072 -5.4492 -6.6225 -0.59
O 1.9946 -5.3079 -6.5462 -0.34
C 1.3376 -6.5195 -6.1524 -0.81
C 0.6546 -6.3263 -4.7904 -0.18
N 1.6482 -6.2135 -3.7176 -0.34
C 1.0745 -5.8004 -2.4318 -0.95
C 0.4929 -4.3751 -2.3504 -0.35
O 1.4770 -3.3463 -2.4731 -0.44
C 1.7422 -2.9454 -3.8105 -0.14
H 3.8231 -4.5134 -7.0050 0.11
H 3.8301 -5.6356 -5.6323 0.32
H 3.6799 -6.2576 -7.3079 0.34
H 2.0220 -7.3781 -6.1390 0.40
H 0.5689 -6.7216 -6.9061 0.38
H 0.0015 -7.1825 -4.5897 0.39
H 0.0376 -5.4243 -4.8481 0.18
H 2.3519 -5.5311 -3.9896 0.11
H 1.8790 -5.8787 -1.6918 0.39
H 0.3036 -6.5224 -2.1344 0.44
H 0.0674 -4.2585 -1.3470 0.37
H -0.3368 -4.2163 -3.0473 0.35
H 0.8624 -3.0256 -4.4549 0.30
H 2.5699 -3.5256 -4.2190 0.16
H 2.0590 -1.8978 -3.7912 -0.15
C -4.0083 0.7695 5.7572 -0.81
O -4.3424 2.1082 6.1000 -0.20
C -5.7007 2.4384 5.7827 -0.86
C -6.4834 2.7317 7.0713 -0.23
N -6.6926 1.5051 7.8476 -0.33
C -7.2290 1.7494 9.1914 -0.67
C -6.3145 2.4916 10.1860 -0.49
O -5.1542 1.7478 10.5630 -0.43
C -4.0354 1.9326 9.7062 -0.57
H -2.9429 0.6234 5.9531 0.29
H -4.5723 0.0623 6.3702 0.47
H -4.1963 0.5825 4.6954 0.19
H -6.1900 1.6571 5.1861 0.37
H -5.6709 3.3486 5.1742 0.38
H -7.4551 3.1658 6.8123 0.40
H -5.9165 3.4681 7.6493 0.19
H -5.8049 1.0170 7.9397 0.10
H -7.4626 0.7670 9.6172 0.37
H -8.1811 2.2880 9.1053 0.39
H -6.8891 2.6302 11.1089 0.35
H -6.0481 3.4979 9.8456 0.35
H -4.0005 2.9357 9.2723 0.28
H -4.0348 1.1760 8.9214 0.19
H -3.1283 1.7841 10.3006 0.32
C 4.3595 2.7067 -8.9066 -0.74
O 5.5200 2.5272 -8.1052 -0.34
C 5.6529 3.5312 -7.0908 -0.77
C 5.5376 2.8896 -5.7001 -0.22
N 4.1645 2.4441 -5.4412 -0.30
C 4.0360 1.6216 -4.2328 -0.69
C 4.7209 0.2406 -4.2498 -0.71
O 4.1417 -0.6754 -5.1810 -0.31
C 4.6935 -0.6088 -6.4891 -0.51
H 4.3745 1.9557 -9.7008 0.24
H 3.4542 2.5624 -8.3120 0.32
H 4.3552 3.6999 -9.3662 0.34
H 4.9292 4.3475 -7.2164 0.40
H 6.6554 3.9591 -7.1990 0.39
H 5.8296 3.6218 -4.9396 0.37
H 6.2359 2.0479 -5.6587 0.20
H 3.8382 1.9001 -6.2364 0.08
H 2.9630 1.4634 -4.0759 0.41
H 4.3981 2.1935 -3.3693 0.36
H 4.5669 -0.2066 -3.2610 0.44
H 5.8060 0.3083 -4.3816 0.40
H 5.7517 -0.3337 -6.4845 0.29
H 4.1201 0.0859 -7.1032 0.23
H 4.5984 -1.5994 -6.9451 0.09
```

## Properties
E_tot	-83086.9033	eV
total charge	-1
LUMO energy	2.1	eV
HOMO	-0.1826	Eh
maximum force	0.1508	Eh/bohr
orbital gap	0.2608	hartree

***

Entry 2:
DFT (ωB97M-V/def2-TZVPD) results for a 18-piece molecular cluster, C29H59BCl34NO2 overall.

XYZ file:
```
126
Properties=species:S:1:pos:R:3:mulliken_charge:R:1
C -4.5169 -2.3101 0.9024 -1.53
C -3.2345 -2.3924 0.0571 0.58
B -1.9650 -2.3842 0.9839 0.09
O -1.8466 -1.3578 1.9084 -0.53
C -0.8767 -3.5518 0.9307 2.61
C -1.6257 -4.8981 0.9924 -2.12
C 0.1171 -3.4947 2.0968 -2.45
C 1.3414 -2.5667 1.9556 1.81
C 1.3379 -1.5384 3.0838 -1.64
C 2.6515 -3.3484 2.0222 -1.89
N 1.2842 -1.7968 0.6829 1.07
O 2.1638 -0.8792 0.5828 -0.70
C 0.9154 -2.4286 -0.6257 1.96
C 2.1542 -3.0807 -1.2530 -0.57
C 0.4102 -1.2788 -1.5148 -1.22
C -0.2084 -3.4748 -0.4531 -2.37
H -4.5835 -1.3518 1.4167 0.33
H -5.4083 -2.4263 0.2840 0.35
H -4.5525 -3.0854 1.6719 0.33
H -3.2734 -3.2761 -0.5837 0.36
H -3.2121 -1.5286 -0.6167 -0.29
H -1.2309 -0.6481 1.7171 0.10
H -2.1532 -5.1049 0.0605 0.43
H -2.3611 -4.9354 1.8006 0.32
H -0.9104 -5.7073 1.1596 0.58
H -0.4323 -3.1674 2.9807 0.45
H 0.4779 -4.5052 2.3104 0.41
H 0.4820 -0.8723 2.9949 0.23
H 1.2687 -2.0501 4.0444 0.41
H 2.2359 -0.9265 3.0513 0.47
H 2.7309 -3.7910 3.0175 0.49
H 2.7028 -4.1588 1.2939 0.38
H 3.4968 -2.6775 1.8797 0.21
H 3.0760 -2.5607 -0.9967 0.21
H 2.0429 -3.0730 -2.3361 -0.57
H 2.2612 -4.1196 -0.9355 0.23
H -0.6644 -1.1323 -1.3856 0.06
H 0.9224 -0.3547 -1.2569 0.39
H 0.5968 -1.4935 -2.5669 0.27
H -0.9857 -3.2364 -1.1841 0.47
H 0.1575 -4.4686 -0.7338 0.23
C 6.4292 -2.8552 0.0732 -0.15
Cl 5.5806 -4.2987 -0.4967 -0.08
Cl 6.4216 -2.7264 1.8369 -0.18
H 7.4595 -2.9120 -0.2488 0.21
H 5.9329 -1.9824 -0.3358 0.17
C -4.4068 -0.4377 -4.0806 0.29
Cl -2.9081 -0.5703 -3.1535 -0.08
Cl -5.6780 -1.4815 -3.4185 -0.17
H -4.7527 0.5861 -4.0485 0.05
H -4.2156 -0.7467 -5.1018 -0.11
C 8.5522 -0.3564 -2.2985 -0.32
Cl 7.3793 -1.2623 -3.2620 -0.10
Cl 9.4205 -1.3831 -1.1489 -0.15
H 9.2801 0.0803 -2.9707 0.33
H 8.0199 0.4030 -1.7392 0.27
C 2.6787 -3.0544 -5.7555 0.50
Cl 1.1850 -3.6438 -5.0121 -0.15
Cl 3.7274 -2.1892 -4.6173 -0.14
H 3.2213 -3.9084 -6.1432 0.34
H 2.4099 -2.3599 -6.5397 -0.56
C 1.1794 2.7270 3.4419 -0.08
Cl -0.0945 2.0135 2.4393 -0.13
Cl 1.8525 1.6033 4.6286 -0.15
H 1.9832 3.0437 2.7893 0.30
H 0.7444 3.5589 3.9813 0.08
C 0.7299 3.2918 7.8859 -0.40
Cl 2.2005 2.5966 8.5774 -0.17
Cl 1.0868 4.4836 6.6279 -0.12
H 0.1569 2.4931 7.4308 0.27
H 0.1800 3.7869 8.6762 0.39
C -5.8275 2.4339 -6.7536 -0.26
Cl -4.4203 2.6630 -5.7014 -0.15
Cl -6.8758 1.1325 -6.1775 -0.11
H -6.3928 3.3570 -6.7663 0.31
H -5.4669 2.1654 -7.7388 0.24
C -7.6839 -3.8056 -5.4418 -0.12
Cl -7.5480 -5.5164 -5.8946 -0.17
Cl -7.3639 -2.7485 -6.8153 -0.09
H -8.6908 -3.6289 -5.0852 0.35
H -6.9420 -3.6043 -4.6796 0.02
C -4.1268 -2.2591 -9.1033 -0.15
Cl -5.6017 -1.3459 -9.4412 -0.15
Cl -3.5633 -2.0519 -7.4384 -0.12
H -4.3325 -3.3109 -9.2616 0.11
H -3.3496 -1.8960 -9.7642 0.30
C 3.2013 -6.0062 -2.9921 0.21
Cl 3.2947 -6.9358 -4.4959 -0.19
Cl 3.8995 -6.8868 -1.6268 -0.17
H 3.7533 -5.0817 -3.1226 0.08
H 2.1575 -5.8133 -2.7778 0.10
C -5.4697 -7.7180 -7.9836 0.12
Cl -6.1165 -9.1844 -8.7278 -0.16
Cl -4.4868 -6.7631 -9.1063 -0.16
H -6.2980 -7.0998 -7.6638 -0.09
H -4.8399 -8.0085 -7.1522 0.29
C 2.9302 7.8756 6.4608 0.11
Cl 2.2656 9.4869 6.1476 -0.07
Cl 4.4825 7.6179 5.6596 -0.17
H 3.0744 7.7749 7.5292 0.31
H 2.2219 7.1502 6.0823 -0.16
C -1.0116 8.6801 4.9950 -0.14
Cl -0.2589 9.0634 3.4390 -0.15
Cl -0.6090 7.0548 5.5597 -0.09
H -0.6320 9.3861 5.7200 0.00
H -2.0858 8.7512 4.8781 0.38
C 2.2936 -1.0296 9.7662 0.12
Cl 1.3787 -2.3487 9.0249 -0.15
Cl 2.1733 -1.0260 11.5309 -0.16
H 3.3362 -1.1489 9.4988 0.27
H 1.8945 -0.0927 9.3999 -0.08
C 0.4444 12.7308 4.8904 -0.23
Cl 1.4429 13.9121 5.7423 -0.16
Cl -0.7448 11.9648 5.9603 -0.12
H -0.0964 13.2390 4.1022 0.36
H 1.0876 11.9520 4.4983 0.18
C 1.5872 -0.1511 -8.9147 -0.30
Cl 3.1385 -0.3411 -8.0883 -0.15
Cl 0.4262 -1.4019 -8.4515 -0.13
H 1.1749 0.8096 -8.6326 0.28
H 1.7589 -0.2162 -9.9818 0.29
C 0.1905 13.1379 9.3839 0.20
Cl 1.5130 12.6038 10.4284 -0.17
Cl -1.3184 12.2696 9.7026 -0.16
H 0.0167 14.1906 9.5679 0.28
H 0.4735 12.9521 8.3555 -0.17
```

## Properties
spin multiplicity	2
E_tot	-463054.4498	eV
LUMO energy (spin up / spin down)	0.2 / 0.2	eV
HOMO (spin up / spin down)	-0.2871 / -0.3365	Eh
maximum force	0.0098	Eh/bohr
orbital gap (spin up / spin down)	0.2941 / 0.3434	hartree

***

Entry 3:
DFT (ωB97M-V/def2-TZVPD) results for a 5-piece molecular cluster, C29H60BrN3O6 overall in a non-equilibrium geometry.

XYZ file:
```
99
Properties=species:S:1:pos:R:3:mulliken_charge:R:1
C -6.0455 0.5910 0.3745 -0.67
C -5.7919 1.7092 -0.8139 -0.59
C -4.1612 1.9673 -1.0731 -0.56
N -3.4271 0.6154 -0.9615 -0.06
C -2.0085 0.7473 -1.5543 -0.13
C -2.0564 0.7854 -3.2256 0.13
N -1.9855 0.9320 -4.5330 -0.59
C -0.9557 -0.3741 -0.9894 1.33
C -0.7724 -0.2438 0.6671 -0.26
N -0.5647 -0.2136 1.9620 -0.63
C 0.5435 0.0439 -1.6030 -0.96
O 0.9128 1.4415 -1.3332 -0.25
C 2.1233 1.5545 -0.5056 -0.26
C 2.0262 2.9905 0.3133 -0.18
C 1.3888 4.2221 -0.5793 -0.71
C -1.2272 -1.9080 -1.4973 -0.39
C -2.6769 -2.5415 -1.0736 0.12
O -3.3443 -3.2312 -2.0381 -0.53
Br -3.5492 -2.4532 0.7231 -0.08
H -5.9574 -0.5116 -0.0281 0.13
H -5.3303 0.8171 1.2848 0.20
H -7.1499 0.7767 0.7792 0.32
H -6.2873 1.2940 -1.8153 0.28
H -6.3540 2.7408 -0.6061 0.34
H -3.7638 2.7431 -0.2815 0.31
H -4.1007 2.3900 -2.1861 0.29
H -3.9767 -0.0161 -1.5881 0.33
H -1.6623 1.8451 -1.2371 0.36
H 1.2988 -0.7170 -1.0778 0.40
H 0.5987 -0.2397 -2.7613 0.37
H 2.1931 0.7110 0.3123 0.20
H 3.0471 1.5178 -1.2609 0.22
H 3.1532 3.2708 0.5840 0.15
H 1.4259 2.8986 1.3394 0.19
H 0.2029 4.1507 -0.6947 0.19
H 1.8676 4.2331 -1.6552 0.16
H 1.5714 5.2883 -0.0742 0.20
H -1.0884 -2.0191 -2.6587 0.22
H -0.4005 -2.5890 -0.9702 0.44
C -3.1425 -7.3101 2.7326 -0.96
C -4.0027 -6.9521 3.9341 -0.31
O -3.2552 -6.4426 5.0359 -0.42
C -2.5094 -5.2506 4.7994 -0.41
C -3.3708 -4.0721 4.3783 -0.71
H -2.3813 -8.0482 3.0129 0.29
H -3.7611 -7.7279 1.9316 0.38
H -2.6208 -6.4397 2.3307 0.20
H -4.5048 -7.8580 4.2879 0.33
H -4.7942 -6.2497 3.6573 0.29
H -1.7156 -5.4411 4.0695 0.30
H -2.0092 -5.0026 5.7418 0.33
H -3.8915 -4.2612 3.4367 0.02
H -2.7542 -3.1772 4.2479 0.39
H -4.1329 -3.8649 5.1375 0.29
C 3.7995 9.3070 -0.9117 -1.08
C 3.8413 8.1216 0.0395 -0.36
O 3.5854 6.8726 -0.5983 -0.29
C 4.4876 6.4933 -1.6352 -0.26
C 5.9273 6.3655 -1.1672 -1.09
H 2.8259 9.3611 -1.4136 0.30
H 3.9671 10.2407 -0.3650 0.38
H 4.5633 9.2341 -1.6880 0.26
H 3.0622 8.2524 0.7968 0.31
H 4.7918 8.0824 0.5794 0.32
H 4.4059 7.1871 -2.4785 0.30
H 4.1488 5.5188 -2.0033 0.28
H 6.3219 7.3130 -0.7933 0.26
H 6.5678 6.0361 -1.9914 0.40
H 6.0014 5.6363 -0.3529 0.27
C 2.1302 0.2999 4.2028 -0.79
C 3.5537 -0.2015 4.0186 -0.39
O 4.3621 0.6635 3.2245 -0.45
C 4.5423 1.9903 3.7146 -0.11
C 5.2001 2.0452 5.0829 -1.20
H 1.6447 0.4401 3.2295 0.08
H 1.5460 -0.4173 4.7885 0.41
H 2.0996 1.2585 4.7239 0.24
H 3.5216 -1.1646 3.4998 0.33
H 4.0342 -0.3876 4.9834 0.33
H 3.5870 2.5257 3.7131 0.22
H 5.1859 2.5053 2.9932 0.33
H 4.5969 1.5500 5.8474 0.28
H 5.3486 3.0845 5.3926 0.41
H 6.1740 1.5441 5.0595 0.30
C -1.1370 -4.2319 -6.7551 -0.93
C -0.8255 -5.6540 -6.3167 -0.34
O 0.1175 -5.7256 -5.2500 -0.45
C -0.2514 -5.0805 -4.0330 -0.25
C -1.5265 -5.6323 -3.4186 -0.84
H -0.2191 -3.7159 -7.0615 0.28
H -1.8369 -4.2370 -7.5971 0.38
H -1.5876 -3.6468 -5.9514 0.21
H -0.3847 -6.1925 -7.1615 0.35
H -1.7388 -6.1938 -6.0506 0.29
H -0.3221 -3.9985 -4.1865 0.19
H 0.5752 -5.2394 -3.3321 0.33
H -2.3896 -5.4953 -4.0742 0.23
H -1.7410 -5.1292 -2.4705 0.23
H -1.4263 -6.7069 -3.2302 0.32
```

## Properties
E_tot	-117831.6988	eV
LUMO energy	-0.6	eV
HOMO	-0.3552	Eh
SMILES	CCCN[C@H](C#N)[C@](C#N)(COCCC)CC(=O)Br.CCOCC.CCOCC.CCOCC.CCOCC
maximum force	0.2441	Eh/bohr
orbital gap	0.3339	hartree

***

Entry 4:
DFT (ωB97M-V/def2-TZVPD) results for a 4-piece molecular cluster, C29H60F3I2N2O2P2 overall in a non-equilibrium geometry.

XYZ file:
```
100
Properties=species:S:1:pos:R:3:mulliken_charge:R:1
C -1.6396 1.8101 -1.4488 -0.30
C -3.0866 1.7105 -0.6854 -0.29
P -4.3036 3.1532 -1.1286 -0.04
C -3.4529 4.3146 -2.4178 -0.53
C -3.4808 3.6789 -3.9643 -0.80
C -5.9248 2.4945 -1.8922 0.14
C -6.0117 0.9258 -2.3594 -0.18
N -7.4344 0.8837 -2.8742 0.55
C -7.8364 -0.4655 -3.4274 -1.02
I -7.0980 -0.4851 -5.5338 0.18
C -7.2874 -1.7560 -2.5651 -0.31
C -7.8082 -3.1134 -3.3924 -0.98
I -8.0389 -1.7944 -0.4892 0.11
C -8.1672 2.2092 -2.7794 -0.02
P -9.9620 2.4165 -3.3969 0.28
O -10.9668 1.0378 -3.0504 -0.50
O -10.7650 3.7978 -2.7043 -0.47
N -7.2158 3.2425 -2.1394 0.21
C -7.5996 4.6741 -1.8435 0.63
F -6.4797 5.5673 -1.4726 -0.18
F -8.1853 5.2533 -3.1102 -0.24
F -8.6337 4.7086 -0.7588 -0.22
H -0.8688 1.0607 -0.9306 -0.04
H -1.1963 2.8862 -1.3187 0.10
H -1.6649 1.4846 -2.5898 0.12
H -2.8746 1.7080 0.4796 0.39
H -3.5376 0.6550 -0.9385 0.18
H -2.3593 4.5918 -2.1072 0.35
H -4.0846 5.3174 -2.4722 0.37
H -2.8003 2.7224 -4.0380 0.18
H -4.5827 3.4861 -4.3121 0.23
H -3.0300 4.5085 -4.6841 0.34
H -5.1794 0.1055 -2.2847 0.17
H -9.0089 -0.6175 -3.5322 0.58
H -6.1055 -1.8553 -2.5499 0.40
H -7.7642 -4.0276 -2.6631 0.37
H -6.9535 -3.3011 -4.2051 0.30
H -8.8448 -2.9435 -3.9095 0.29
H -10.9179 0.7508 -2.0912 0.35
H -11.7188 3.5336 -2.4889 0.35
C 4.5306 1.3177 1.0631 -0.46
C 4.7417 2.4263 0.0441 -0.68
C 3.5306 3.3505 -0.1021 -1.03
C 2.2492 2.6753 -0.6072 -0.33
C 2.3722 1.9670 -1.9577 0.03
C 2.7168 2.9101 -3.0997 -1.40
H 3.7123 0.6525 0.7739 -0.21
H 5.4366 0.7093 1.1505 0.35
H 4.3062 1.7338 2.0503 0.31
H 5.0113 1.9900 -0.9237 0.29
H 5.6022 3.0291 0.3586 0.41
H 3.7964 4.1745 -0.7745 0.36
H 3.3168 3.8125 0.8689 0.41
H 1.4620 3.4383 -0.6759 0.30
H 1.9003 1.9517 0.1388 0.20
H 1.4141 1.4818 -2.1839 0.19
H 3.1160 1.1649 -1.9051 0.21
H 1.9605 3.6952 -3.1984 0.30
H 2.7568 2.3584 -4.0444 0.42
H 3.6910 3.3846 -2.9522 0.30
C 3.1798 -5.3409 1.3972 -1.12
C 3.0874 -4.3760 0.2257 -0.64
C 3.3149 -2.9165 0.6264 -0.26
C 2.2899 -2.3408 1.6117 -0.15
C 0.8328 -2.4022 1.1494 -0.81
C 0.5687 -1.5900 -0.1087 -0.66
H 2.4107 -5.1403 2.1483 0.29
H 3.0422 -6.3697 1.0492 0.38
H 4.1602 -5.2752 1.8795 0.22
H 2.1180 -4.4917 -0.2706 0.27
H 3.8462 -4.6546 -0.5155 0.40
H 3.3318 -2.3015 -0.2810 0.20
H 4.3121 -2.8216 1.0719 0.23
H 2.5557 -1.2943 1.8128 0.20
H 2.3761 -2.8615 2.5727 0.22
H 0.1964 -2.0135 1.9547 0.39
H 0.5233 -3.4404 0.9894 0.31
H 0.8298 -0.5381 0.0446 -0.15
H -0.4925 -1.6399 -0.3731 0.42
H 1.1401 -1.9678 -0.9611 0.23
C 8.6186 -3.8890 5.3578 -1.18
C 7.7897 -2.8410 6.0834 -0.41
C 6.2816 -3.0497 5.9270 -0.93
C 5.7531 -2.9540 4.4902 -0.46
C 6.0470 -1.6355 3.7720 0.24
C 5.3995 -0.4324 4.4394 -1.16
H 8.4492 -3.8623 4.2778 0.27
H 9.6850 -3.7110 5.5301 0.38
H 8.3804 -4.8938 5.7208 0.30
H 8.0772 -1.8417 5.7394 0.24
H 8.0364 -2.8801 7.1513 0.38
H 5.7587 -2.3197 6.5559 0.32
H 6.0158 -4.0353 6.3270 0.44
H 4.6665 -3.1130 4.5117 0.18
H 6.1643 -3.7778 3.8951 0.35
H 5.6697 -1.7084 2.7440 -0.22
H 7.1272 -1.4744 3.6903 0.35
H 4.3128 -0.5534 4.4907 0.24
H 5.6118 0.4757 3.8660 0.29
H 5.7790 -0.2797 5.4535 0.41
```

## Properties
energy above the lowest of the compared OMol25 structures with the same formula, charge and spin	252.39	kcal/mol
E_tot	-81037.9997	eV
total charge	+1
LUMO energy	-4.9	eV
HOMO	-0.4089	Eh
maximum force	0.1521	Eh/bohr
orbital gap	0.2291	hartree